No. 1
C4H5NO | wB97M-V/def2-TZVPD

## Properties
LUMO level (spin up / spin down): -0.6 / -0.6 eV
2S+1: 1

Each line ends with the natural charge from an NBO analysis.
Positions of all 11 atoms, in Å:
C: -0.53 -0.53 -0.06  0.1727
C: 1.99 0.04 -0.39  0.3578
C: 0.77 0.01 0.40  -0.2275
C: -1.70 0.34 -0.06  -0.6609
N: -0.14 -1.67 -0.14  -0.1962
O: 2.92 0.70 0.04  -0.5271
H: 1.90 -0.29 -1.40  0.1296
H: 0.94 -0.12 1.47  0.2251
H: -2.34 0.34 -0.94  0.2525
H: -1.36 1.23 0.26  0.2318
H: -2.44 -0.04 0.81  0.2420



No. 2
C4H5NO | wB97M-V/def2-TZVPD

## Properties
LUMO level: 1.0 eV
2S+1: 1
SMILES string: C=C/C=C1\NO1

Each line ends with the natural charge from an NBO analysis.
Positions of all 11 atoms, in Å:
C: 0.78 1.42 0.45  -0.3995
C: 1.27 0.23 0.12  -0.1966
C: 0.49 -0.98 -0.21  -0.3858
C: -0.82 -0.92 -0.42  0.4534
N: -1.96 -0.14 -0.50  -0.3119
O: -1.90 -1.64 -0.73  -0.3426
H: -0.29 1.62 0.53  0.1849
H: 1.44 2.27 0.62  0.2043
H: 2.36 0.11 0.07  0.2089
H: 1.00 -1.93 -0.34  0.2382
H: -2.36 -0.05 0.44  0.3466



No. 3
C4H5NO | wB97M-V/def2-TZVPD

## Properties
LUMO level: 1.0 eV
2S+1: 1
SMILES string: Oc1cc[nH]c1

Each line ends with the natural charge from an NBO analysis.
Positions of all 11 atoms, in Å:
O: -2.12 -0.14 0.75  -0.6664
C: -0.85 -0.01 0.27  0.2407
C: 0.07 -1.01 0.00  -0.3677
C: 1.17 -0.47 -0.63  -0.0821
N: 1.09 0.87 -0.46  -0.4969
C: -0.10 1.14 0.19  -0.1554
H: -2.29 -1.05 1.03  0.4808
H: -0.01 -1.96 0.46  0.2112
H: 1.66 -0.94 -1.47  0.2134
H: 1.67 1.57 -0.90  0.4129
H: -0.28 2.01 0.76  0.2095



No. 4
C4H5NO | wB97M-V/def2-TZVPD

## Properties
LUMO level: 0.3 eV
2S+1: 1

Each line ends with the natural charge from an NBO analysis.
Positions of all 11 atoms, in Å:
O: 0.57 1.45 0.35  -0.4717
C: -0.42 2.29 0.17  0.0833
C: 0.14 0.10 0.63  -0.0624
C: 0.08 -0.71 -0.66  -0.5376
C: -0.31 -2.09 -0.36  0.2782
N: -0.61 -3.17 -0.08  -0.3052
H: 0.12 3.25 0.03  0.0790
H: -0.84 0.16 1.10  0.2150
H: 0.88 -0.31 1.32  0.2031
H: 1.05 -0.71 -1.17  0.2557
H: -0.66 -0.26 -1.33  0.2626



Values of ΔE to the lowest compared entry with this formula, charge and spin, in order: 359.9, 389.9, 152.4, 332.5, all in kJ/mol.